No. 1
{"formula": "C10H27NO4", "method": "ωB97M-V/def2-TZVPD", "gap_ev": 10.713, "charge": 0, "lumo_energy_ev": 0.4881, "symbols": ["C", "C", "N", "H", "H", "H", "C", "C", "O", "H", "H", "H", "H", "H", "H", "C", "C", "O", "H", "H", "H", "H", "H", "H", "C", "C", "O", "H", "H", "H", "H", "H", "H", "C", "C", "O", "H", "H", "H", "H", "H", "H"], "xyz": [[0.194, -0.353, 0.062], [0.448, -0.953, -1.320], [0.627, -1.271, -2.419], [0.615, -0.956, 0.759], [0.205, 0.625, 0.035], [-0.800, -0.552, 0.201], [4.345, -0.162, -1.293], [4.155, 0.451, 0.085], [4.909, 1.669, 0.137], [5.317, -0.206, -1.596], [3.708, 0.484, -1.964], [3.834, -1.029, -1.092], [4.697, -0.261, 0.750], [3.032, 0.483, 0.312], [5.499, 1.677, 0.919], [-3.200, 1.460, 1.535], [-2.885, 0.927, 2.965], [-2.193, -0.282, 2.813], [-2.466, 1.587, 0.950], [-3.794, 2.311, 1.338], [-3.700, 0.667, 0.974], [-3.686, 0.868, 3.734], [-2.142, 1.543, 3.519], [-1.385, -0.317, 3.098], [1.390, 3.110, -1.803], [-0.053, 3.033, -2.308], [-0.851, 3.207, -1.226], [1.609, 4.134, -1.633], [1.840, 2.961, -2.810], [1.759, 2.447, -1.008], [-0.228, 2.106, -2.672], [-0.203, 3.852, -2.999], [-1.643, 3.593, -1.587], [-2.543, -4.214, 1.208], [-1.681, -3.858, 0.055], [-1.469, -4.933, -0.854], [-3.719, -4.398, 1.038], [-2.515, -3.247, 1.798], [-2.161, -4.966, 1.951], [-0.751, -3.516, 0.505], [-2.077, -3.024, -0.514], [-2.057, -4.704, -1.645]]}

No. 2
{"formula": "C10H27O11P2", "method": "ωB97M-V/def2-TZVPD", "gap_ev": 3.533, "charge": -1, "lumo_energy_ev": 2.1515, "symbols": ["O", "C", "C", "C", "C", "O", "O", "H", "H", "H", "H", "H", "H", "H", "H", "H", "C", "O", "P", "O", "O", "C", "O", "C", "H", "H", "H", "H", "H", "H", "H", "H", "H", "C", "O", "P", "O", "O", "C", "O", "C", "H", "H", "H", "H", "H", "H", "H", "H", "H"], "xyz": [[1.758, 3.112, 1.725], [2.107, 1.769, 1.261], [1.465, 0.705, 2.131], [0.326, -0.090, 1.456], [-0.711, 0.757, 0.804], [-1.990, 0.924, 1.533], [-1.784, 1.928, 2.569], [0.971, 3.381, 1.252], [1.732, 1.697, 0.247], [3.188, 1.749, 1.275], [2.245, -0.018, 2.382], [1.164, 1.142, 3.092], [-0.206, -0.604, 2.264], [-0.359, 1.765, 0.553], [-1.042, 0.301, -0.133], [-2.260, 2.685, 2.211], [5.044, 3.571, -4.152], [5.305, 2.694, -3.039], [4.347, 1.446, -2.649], [4.210, 1.351, -1.214], [5.400, 0.304, -3.189], [6.190, 0.498, -4.345], [3.069, 0.880, -3.397], [2.908, -0.544, -3.501], [5.082, 4.599, -3.798], [5.812, 3.433, -4.914], [4.067, 3.397, -4.603], [7.163, 0.912, -4.074], [5.713, 1.159, -5.074], [6.341, -0.474, -4.814], [3.174, -1.029, -2.565], [3.504, -0.947, -4.317], [1.855, -0.706, -3.711], [-4.744, -0.125, 2.404], [-5.612, -1.044, 3.142], [-6.183, -2.360, 2.507], [-7.564, -2.610, 2.894], [-5.215, -3.437, 3.236], [-3.858, -3.129, 3.561], [-5.896, -2.732, 0.998], [-5.696, -4.110, 0.667], [-5.152, 0.878, 2.494], [-3.748, -0.142, 2.835], [-4.674, -0.386, 1.350], [-3.797, -2.751, 4.581], [-3.417, -2.400, 2.883], [-3.285, -4.052, 3.493], [-6.404, -4.741, 1.200], [-4.679, -4.421, 0.891], [-5.864, -4.186, -0.405]]}

No. 3
{"formula": "C10H27O9S3", "method": "ωB97M-V/def2-TZVPD", "gap_ev": 8.586, "charge": 1, "lumo_energy_ev": -4.0689, "symbols": ["C", "C", "C", "O", "S", "C", "O", "O", "H", "H", "H", "H", "H", "H", "H", "H", "H", "H", "H", "O", "S", "O", "O", "C", "C", "C", "H", "H", "H", "H", "H", "H", "H", "H", "O", "S", "O", "O", "C", "C", "C", "H", "H", "H", "H", "H", "H", "H", "H"], "xyz": [[-1.365, 2.036, 3.712], [-0.320, 3.168, 3.728], [0.395, 3.437, 2.415], [-0.426, 2.971, 1.284], [0.316, 2.670, -0.084], [0.081, 0.833, -0.233], [0.251, 0.539, -1.549], [1.476, -0.162, -1.706], [-1.018, 1.188, 4.284], [-1.648, 1.705, 2.725], [-2.260, 2.379, 4.210], [0.435, 2.921, 4.459], [-0.783, 4.089, 4.055], [1.377, 2.980, 2.380], [0.540, 4.501, 2.287], [1.635, 2.798, 0.198], [-0.940, 0.663, 0.103], [0.795, 0.327, 0.404], [1.256, -1.105, -1.585], [5.478, -5.261, -2.890], [5.484, -4.407, -1.746], [4.313, -4.294, -0.929], [5.928, -2.945, -2.206], [5.220, -2.365, -3.320], [3.805, -1.959, -2.961], [6.873, -4.763, -0.727], [5.230, -3.060, -4.161], [5.809, -1.496, -3.603], [3.194, -2.833, -2.734], [3.344, -1.428, -3.794], [3.806, -1.311, -2.083], [7.761, -4.813, -1.349], [6.677, -5.725, -0.259], [6.961, -3.987, 0.028], [-3.362, 0.343, -0.398], [-4.249, 1.131, 0.413], [-4.461, 0.774, 1.780], [-5.627, 1.312, -0.333], [-6.332, 0.117, -0.767], [-6.991, -0.627, 0.375], [-3.706, 2.801, 0.346], [-5.645, -0.520, -1.324], [-7.081, 0.485, -1.464], [-6.256, -1.048, 1.059], [-7.593, -1.444, -0.020], [-7.634, 0.040, 0.948], [-3.549, 3.083, -0.692], [-2.769, 2.809, 0.896], [-4.429, 3.453, 0.825]]}